Below is a gas-phase ion, C13H23F3NO2 (charge +1) at a distorted geometry, with properties calculated with wB97M-V/def2-TZVPD.

Each atom is followed by the atoms it is bonded to, with distances in Å.
Atoms and positions in Å:
1 C -1.19 1.45 3.11  C2 1.596, H20 1.151, H21 1.151, H22 1.142
2 C -2.34 0.37 3.36  C1 1.596, O3 1.253, O4 1.427
3 O -3.12 0.56 4.32  C2 1.253
4 O -2.58 -0.78 2.55  C2 1.427, C5 1.454
5 C -1.48 -1.73 2.61  O4 1.454, C6 1.610, H23 1.154, H24 1.139
6 C -0.64 -1.65 1.24  C5 1.610, C7 1.620, H25 1.139, H26 1.150
7 C -1.63 -1.86 -0.01  C6 1.620, C8 1.623, H27 1.137, H28 1.157
8 C -0.84 -1.59 -1.40  C7 1.623, N9 1.500, H29 1.154, H30 1.153
9 N -0.97 -0.18 -1.90  C8 1.500, C10 1.523, C19 1.513, H31 1.039
10 C -0.10 0.24 -3.08  N9 1.523, C11 1.621, H32 1.151, H33 1.139
11 C 0.53 1.72 -2.84  C10 1.621, C12 1.614, H34 1.144, H35 1.136
12 C 0.54 1.82 -1.22  C11 1.614, C13 1.599, C19 1.619, H36 1.155
13 C 1.87 1.46 -0.41  C12 1.599, C14 1.624, H37 1.155, H38 1.154
14 C 2.65 0.14 -0.96  C13 1.624, C15 1.615, H39 1.137, H40 1.153
15 C 3.42 -0.64 0.22  C14 1.615, F16 1.436, F17 1.432, F18 1.409
16 F 2.49 -1.44 0.97  C15 1.436
17 F 4.33 -1.58 -0.35  C15 1.432
18 F 4.15 0.23 1.07  C15 1.409
19 C -0.81 0.97 -0.94  N9 1.513, C12 1.619, H41 1.158, H42 1.138
20 H -0.16 1.13 3.52  C1 1.151
21 H -1.47 2.42 3.67  C1 1.151
22 H -1.06 1.75 2.01  C1 1.142
23 H -1.91 -2.80 2.65  C5 1.154
24 H -0.84 -1.61 3.55  C5 1.139
25 H -0.07 -0.65 1.22  C6 1.139
26 H 0.12 -2.51 1.22  C6 1.150
27 H -2.05 -2.92 0.07  C7 1.137
28 H -2.51 -1.11 0.03  C7 1.157
29 H -1.28 -2.35 -2.15  C8 1.154
30 H 0.26 -1.86 -1.18  C8 1.153
31 H -1.95 -0.12 -2.23  N9 1.039
32 H -0.68 0.31 -4.07  C10 1.151
33 H 0.74 -0.51 -3.26  C10 1.139
34 H -0.28 2.47 -3.13  C11 1.144
35 H 1.55 1.96 -3.27  C11 1.136
36 H 0.27 2.86 -0.80  C12 1.155
37 H 2.66 2.31 -0.47  C13 1.155
38 H 1.70 1.27 0.71  C13 1.154
39 H 1.97 -0.58 -1.51  C14 1.137
40 H 3.48 0.46 -1.69  C14 1.153
41 H -1.60 1.70 -1.35  C19 1.158
42 H -1.16 0.85 0.14  C19 1.138

- frontier orbital gap (eV) = 9.70
- spin multiplicity = 1
- structure (SMILES) = CC(=O)OCCCC[N@@H+]1CC[C@H](CCC(F)(F)F)C1
- electronic energy (a.u.) = -1013.624232
- net charge = +1